Density functional theory data (wB97M-V/def2-TZVPD) for a molecular structure, C24H46Cl3N2O4SiTl.

```
81
Properties=species:S:1:pos:R:3:mulliken_charge:R:1
C -2.91625 0.47139 -3.87903 -1.9035
C -1.59053 1.00250 -4.33165 0.7205
H -3.54635 1.26368 -3.45514 0.4837
H -2.81213 -0.33037 -3.13702 0.1295
H -3.45148 0.06110 -4.75030 0.4387
C -1.49424 2.11822 -5.08303 -0.1850
C -2.62041 3.07549 -5.27219 -1.5914
H -0.59757 2.31260 -5.67488 0.6568
H -3.03565 3.41561 -4.30891 0.2985
H -3.45082 2.65101 -5.85811 0.3422
H -2.26253 3.96283 -5.80721 0.3980
Tl -0.47421 -2.76250 -2.67688 0.6769
Cl 1.93605 -3.13600 -1.53136 -0.5587
Cl -0.93773 -2.03883 -5.78066 -0.2061
C 2.35612 -2.86041 1.61254 -0.1630
O 1.49270 -2.24853 2.25037 -0.6694
N 3.61688 -2.41603 1.42511 0.2257
C 3.98289 -1.08293 1.87045 -0.8824
C 4.59353 -3.13569 0.62233 -0.8513
H 2.14862 -3.82194 1.10800 0.4283
H 3.38606 -0.80953 2.74737 0.2609
H 3.81881 -0.33836 1.07470 0.2386
H 5.04958 -1.09053 2.11993 0.3749
H 4.26858 -4.17634 0.52128 0.2975
H 5.57219 -3.08075 1.11791 0.3009
H 4.67439 -2.69846 -0.38319 0.2916
H -3.98266 0.90511 2.05064 0.2383
H -2.81140 3.36977 1.34223 0.2030
C -3.65255 1.21484 3.05835 -0.4373
C -2.68023 3.41010 2.43719 -0.8234
N -2.48168 2.07881 2.98625 0.1504
H -3.40400 0.32280 3.65199 -0.1132
C -1.22649 1.55733 3.04848 0.4291
O -0.21476 2.10029 2.58609 -0.6456
H -1.81496 4.03979 2.68362 0.2693
H -1.20317 0.57448 3.56911 0.2004
H -4.47226 1.77396 3.52997 0.3268
H -3.59345 3.82716 2.88154 0.3459
O -0.43171 -0.47522 -2.81915 -0.6138
C -0.40424 0.10072 -4.07733 0.4332
C 1.39727 1.88535 -4.32215 0.3538
C 0.99603 0.55371 -4.42680 0.7975
H 0.65834 2.65226 -4.08264 0.3849
C 2.73892 2.23167 -4.54743 -1.1349
H -0.63276 -0.88308 -4.85592 0.1324
C 1.93986 -0.43289 -4.72880 -0.1681
H 3.01257 3.28563 -4.53645 0.3811
C 3.68851 1.24319 -4.79826 -0.5272
C 3.28834 -0.09887 -4.86361 -0.9380
H 1.58979 -1.45972 -4.86241 0.2394
H 4.73314 1.51547 -4.96838 0.3932
H 4.01619 -0.88851 -5.05648 0.4342
Si -0.09694 0.89994 -1.07781 2.0592
Cl -1.97892 1.72340 -1.05960 -0.4644
C 0.61867 2.69610 -1.13833 -1.5078
C 1.77978 0.35320 -1.14018 -0.9845
C -0.45289 -0.43142 0.21776 -0.8633
H 1.68144 2.75779 -1.39703 0.3332
H 0.49210 3.06463 -0.10829 0.4249
H 0.06506 3.34924 -1.82538 0.4005
H -1.52165 -0.70451 0.21941 0.4327
H -0.18206 -0.02384 1.20390 -0.0183
H 0.14957 -1.33599 0.04730 -0.1038
H 2.30690 0.77353 -2.00394 0.1141
H 1.88421 -0.73932 -1.19099 0.0115
H 2.27797 0.70652 -0.22262 0.2647
C -3.11862 -2.79395 5.91072 -1.2013
C -2.41055 -1.45322 5.88737 -0.3939
O -1.53074 -1.26493 4.76718 -0.2709
C -0.42879 -2.19410 4.72831 0.0760
C 0.64597 -1.90063 5.75276 -1.2400
H -3.50211 -3.06974 4.92378 0.3035
H -3.96396 -2.73299 6.59943 0.4098
H -2.45770 -3.58770 6.27022 0.2958
H -3.13570 -0.63572 5.79875 0.3530
H -1.83414 -1.32200 6.81734 0.3373
H -0.82430 -3.21505 4.87142 0.3265
H -0.00288 -2.11709 3.71929 -0.0017
H 0.29447 -2.09865 6.77111 0.4008
H 1.49992 -2.55220 5.55492 0.3864
H 0.98678 -0.86269 5.68314 0.2561
```

Values from the calculation:
HOMO level (alpha / beta) ... -7.9 / -7.9 eV
LUMO energy (alpha / beta) ... -3.896 / -3.909 eV
Charge ... 0
E ... -86940.3932 eV
Gap between HOMO and LUMO (alpha / beta) ... 3.98 / 3.96 eV

***

Density functional theory data (wB97M-V/def2-TZVPD) for C3H4N2 in the gas phase.

```
9
Properties=species:S:1:pos:R:3:nbo_charge:R:1
C 1.03309 -0.51487 0.20262 -0.1035
C 0.60794 0.76285 0.17993 -0.1026
N -0.79587 0.75280 -0.01139 -0.6079
C -1.09134 -0.61944 0.01580 0.1853
N -0.05448 -1.38284 0.15821 -0.4220
H 2.04603 -0.88241 0.22118 0.2133
H 1.08341 1.73070 0.23927 0.2210
H -0.58368 1.06358 -0.97928 0.4186
H -2.11336 -0.98533 -0.02833 0.1979
```

Values from the calculation:
HOMO level ... -9.4 eV
LUMO energy ... 0.997 eV
Charge ... 0
E ... -6154.6728 eV
Gap between HOMO and LUMO ... 10.41 eV

***

What did the second record say?
Density functional theory data (wB97M-V/def2-TZVPD) for C3H4N2 in the gas phase.

```
9
Properties=species:S:1:pos:R:3:nbo_charge:R:1
C 1.03309 -0.51487 0.20262 -0.1035
C 0.60794 0.76285 0.17993 -0.1026
N -0.79587 0.75280 -0.01139 -0.6079
C -1.09134 -0.61944 0.01580 0.1853
N -0.05448 -1.38284 0.15821 -0.4220
H 2.04603 -0.88241 0.22118 0.2133
H 1.08341 1.73070 0.23927 0.2210
H -0.58368 1.06358 -0.97928 0.4186
H -2.11336 -0.98533 -0.02833 0.1979
```

Values from the calculation:
HOMO level ... -9.4 eV
LUMO energy ... 0.997 eV
Charge ... 0
E ... -6154.6728 eV
Gap between HOMO and LUMO ... 10.41 eV